(1)
Density functional theory data (ωB97M-V with the def2-TZVPD basis set) for C4H11N3O in the gas phase.

Values from the calculation:
- SMILES: NCC[C@H](N)/C=N\O
- Relative energy (zero: lowest compared OMol25 entry of this formula, charge and spin): 307.3 kJ/mol
- Orbital gap: 9.7069 eV

Last column: Mulliken charge in e.
Atoms and positions in Å:
1 N -1.802 0.692 -0.992  -0.539
2 C -1.491 -0.614 -0.453  -0.547
3 C -0.752 -0.455 0.829  -0.957
4 C 0.673 -0.028 0.743  0.479
5 N 0.866 1.352 0.369  -0.736
6 C 1.419 -0.981 -0.170  -0.389
7 N 2.552 -0.723 -0.695  -0.446
8 O 3.131 0.505 -0.547  -0.384
9 H -2.175 0.631 -1.911  0.208
10 H -2.525 1.125 -0.455  0.186
11 H -2.412 -1.240 -0.328  0.317
12 H -0.876 -1.176 -1.222  0.386
13 H -0.686 -1.520 1.209  0.324
14 H -1.327 0.139 1.518  0.393
15 H 1.078 -0.219 1.728  0.290
16 H 0.238 1.518 -0.451  0.290
17 H 0.523 1.908 1.100  0.265
18 H 1.125 -2.027 -0.120  0.393
19 H 2.444 1.113 -0.153  0.467

***

(2)
Density functional theory data (ωB97M-V with the def2-TZVPD basis set) for a molecular structure, C2H2F3I.

Values from the calculation:
- Relative energy (zero: lowest compared OMol25 entry of this formula, charge and spin): 53.1 kJ/mol
- Orbital gap: 10.0796 eV

Last column: Mulliken charge in e.
Atoms and positions in Å:
1 C 0.207 -0.735 -0.384  0.104
2 C -0.684 -0.539 0.847  -0.091
3 F -0.358 -1.777 -1.103  -0.217
4 F 1.570 -0.956 -0.251  -0.256
5 F -0.724 -1.571 1.720  -0.218
6 I -2.539 -0.043 -0.131  0.100
7 H 0.263 0.155 -1.060  0.252
8 H -0.309 0.422 1.335  0.326

***

(3)
Density functional theory data (ωB97M-V with the def2-TZVPD basis set) for 3 unconnected molecules or ions with the total composition C2H12N2O2.

Values from the calculation:
- ⟨S²⟩: 0.7505
- Relative energy (zero: lowest compared OMol25 entry of this formula, charge and spin): 187.6 kJ/mol
- 2S+1: 2
- Net charge: -1
- Orbital gap (alpha / beta): 2.8747 / 9.2659 eV

Last column: Mulliken charge in e.
Atoms and positions in Å:
1 N -2.146 0.996 -0.003  -1.141
2 C -1.571 0.461 -1.332  -0.898
3 C -0.470 -0.774 -1.341  -1.009
4 N 0.862 -0.234 -1.327  -0.854
5 H -1.526 0.972 0.710  0.476
6 H -2.886 0.364 0.262  0.550
7 H -1.470 1.281 -2.143  0.315
8 H -2.453 -0.023 -1.639  0.390
9 H -0.530 -1.346 -0.369  0.316
10 H -0.893 -1.486 -2.100  0.573
11 H 0.985 0.446 -0.572  0.508
12 H 1.021 0.185 -2.321  0.289
13 H 0.686 0.611 2.726  0.434
14 H 0.401 2.131 2.209  0.695
15 O 0.948 1.407 2.107  -1.559
16 H 1.628 -2.447 0.780  0.327
17 H 2.214 -1.170 0.518  0.381
18 O 2.059 -1.779 1.303  -0.793

***

(4)
Density functional theory data (ωB97M-V with the def2-TZVPD basis set) for a molecular structure, C33H58B2MgN6O2.

Values from the calculation:
- Orbital gap: 7.8964 eV

Last column: Mulliken charge in e.
Atoms and positions in Å:
1 Mg 0.021 0.750 -0.220  0.186
2 C -4.945 0.895 -1.851  -1.881
3 C -3.698 1.134 -1.072  1.551
4 C -3.974 2.005 0.160  -0.857
5 C -3.068 -0.140 -0.648  -0.413
6 C -3.769 -1.307 -0.407  -0.427
7 C -2.822 -2.242 0.057  -0.904
8 C -3.027 -3.740 0.151  1.299
9 C -3.223 -4.377 -1.241  -1.419
10 C -4.296 -3.994 1.012  -1.699
11 N -1.651 -1.616 0.222  0.847
12 N -1.805 -0.209 -0.248  -0.880
13 B -0.311 -2.128 0.885  0.721
14 N 0.157 -1.197 2.084  0.676
15 N 0.330 0.189 1.787  -0.627
16 C 0.503 0.822 2.941  -0.352
17 C 0.426 -0.126 4.018  -0.948
18 C 0.213 -1.355 3.418  0.035
19 C 0.244 -2.723 4.160  0.309
20 C 1.689 -3.372 4.184  -1.335
21 C -0.975 -3.633 3.825  -1.453
22 C 0.572 2.307 3.096  1.580
23 C -0.021 2.634 4.433  -2.021
24 C -0.181 2.947 1.936  -1.017
25 N 0.677 -2.075 -0.371  0.647
26 N 1.058 -0.831 -0.877  -0.103
27 C 2.355 -0.922 -1.228  -0.086
28 C 2.792 -2.250 -1.126  -1.272
29 C 1.730 -2.954 -0.567  0.007
30 C 1.560 -4.483 -0.500  0.704
31 C 2.054 -5.218 -1.782  -1.801
32 C 2.142 -5.041 0.842  -1.124
33 C 2.947 0.304 -1.714  2.495
34 C 4.431 0.250 -1.819  -1.678
35 C 2.243 0.768 -3.022  -0.945
36 H -5.415 1.880 -2.068  0.442
37 H -4.853 0.426 -2.845  0.348
38 H -5.713 0.397 -1.241  0.355
39 H -2.889 1.665 -1.668  -0.163
40 H -4.693 1.598 0.857  0.375
41 H -2.984 2.255 0.594  -0.192
42 H -4.419 2.927 -0.188  0.458
43 H -4.767 -1.490 -0.683  0.461
44 H -2.172 -4.189 0.681  0.075
45 H -4.305 -4.317 -1.501  0.380
46 H -2.674 -3.770 -2.016  0.327
47 H -2.888 -5.467 -1.331  0.305
48 H -5.224 -3.821 0.486  0.377
49 H -4.207 -5.052 1.329  0.455
50 H -4.321 -3.355 1.944  0.324
51 H -0.275 -3.202 1.371  -0.730
52 H 0.562 0.142 5.085  0.269
53 H -0.008 -2.421 5.212  0.514
54 H 2.095 -3.314 3.184  0.180
55 H 2.393 -2.837 4.862  0.353
56 H 1.552 -4.390 4.497  0.411
57 H -0.784 -4.507 3.143  0.147
58 H -1.280 -4.087 4.773  0.471
59 H -1.806 -3.051 3.472  0.294
60 H 1.630 2.613 3.048  0.301
61 H -0.961 2.114 4.639  0.411
62 H 0.690 2.391 5.216  0.376
63 H -0.265 3.683 4.538  0.443
64 H -1.212 2.485 1.830  -0.087
65 H -0.306 4.026 2.049  0.594
66 H 0.392 2.837 0.964  -0.310
67 H 3.658 -2.662 -1.624  0.320
68 H 0.560 -4.794 -0.439  0.045
69 H 3.157 -5.242 -1.853  0.292
70 H 1.517 -6.134 -1.730  0.536
71 H 1.723 -4.731 -2.729  0.358
72 H 3.185 -4.851 1.016  0.313
73 H 1.548 -4.556 1.653  0.015
74 H 1.929 -6.110 0.906  0.444
75 H 2.661 1.105 -1.026  -0.828
76 H 4.772 -0.717 -2.142  0.309
77 H 4.795 1.075 -2.387  0.469
78 H 4.929 0.360 -0.800  0.330
79 H 2.808 0.172 -3.812  0.473
80 H 1.172 0.482 -2.926  0.207
81 H 2.362 1.804 -3.175  -0.203
82 C 0.833 4.653 -4.287  -1.724
83 C 0.657 4.586 -2.738  1.720
84 C -0.367 5.676 -2.408  -1.979
85 O -0.035 3.351 -2.350  -0.588
86 B 0.663 2.671 -1.390  1.829
87 O 1.908 3.321 -1.126  -0.353
88 C 1.889 4.637 -1.792  1.820
89 C 3.145 4.751 -2.587  -1.879
90 C 1.959 5.711 -0.710  -2.198
91 H -0.089 4.875 -4.818  0.421
92 H 1.337 3.720 -4.678  0.241
93 H 1.453 5.535 -4.465  0.422
94 H -1.365 5.413 -2.779  0.428
95 H -0.119 6.637 -2.863  0.415
96 H -0.340 5.799 -1.309  0.316
97 H 3.358 3.827 -3.161  0.205
98 H 3.952 4.844 -1.848  0.456
99 H 3.148 5.641 -3.265  0.333
100 H 1.113 5.693 -0.056  0.413
101 H 2.037 6.746 -1.015  0.376
102 H 2.815 5.477 -0.034  0.462

***

no.,molecular weight (g/mol)
1,117.2
2,209.9
3,96.1
4,616.8